Entry 1:
This record from the Open Molecules 2025 dataset describes an isolated ion of composition C4H13N2S and charge +1 at a distorted geometry. The level of theory is ωB97M-V with the def2-TZVPD basis set.

Calculated values
structure (SMILES): CNC[C@H]([NH3+])CS
M: 121.23 g mol⁻¹
HOMO-LUMO gap: 9.49 eV
total charge: +1
energy relative to the best compared isomer or geometry (same formula, charge and spin): 288.6 kJ/mol
HOMO: -12.917 eV

The geometry in XYZ format:
```
20
Properties=species:S:1:pos:R:3:forces:R:3
H 2.235 -0.889 -0.959 1.41 -2.20 0.93
H -1.311 -0.923 2.153 -0.20 0.72 -3.23
H 2.314 0.666 -1.259 -0.47 0.42 0.00
H -0.379 -1.904 -0.235 -0.25 -0.05 -0.70
H -3.284 -1.531 0.734 1.84 1.75 -0.79
N 1.683 -0.150 -1.254 0.39 1.37 2.13
H -0.013 1.801 1.248 0.76 -2.00 -0.80
C 0.483 0.055 -0.394 -0.56 4.09 1.76
N -1.256 -0.576 1.106 -0.65 -1.36 1.11
C -2.426 -0.891 0.193 -2.37 -2.12 0.91
H 1.680 3.595 0.283 -0.21 -0.46 -0.35
H 1.413 -0.336 -2.157 -0.78 -0.50 -2.91
H -0.181 0.542 -1.076 -1.12 -0.36 -0.46
H 1.607 0.911 1.260 0.12 0.99 -0.25
C 0.807 1.322 0.615 -0.71 -0.56 -0.28
H 0.740 -1.620 0.861 -0.10 0.70 1.41
C -0.091 -1.074 0.400 0.87 -1.34 -0.56
H -2.957 -0.071 -0.365 0.93 -0.25 1.08
S 1.075 2.705 -0.554 1.11 0.36 0.31
H -2.138 -1.633 -0.602 -0.01 0.80 0.68
```
Positions in Å, forces in eV/Å.

Atomic partial charges in e from the Löwdin method, atoms 1 to 2:
1. H 0.144
2. H 0.179

***

Entry 2:
This record from the Open Molecules 2025 dataset describes a 2-piece molecular cluster, C4H13N2S overall at a distorted geometry. The level of theory is ωB97M-V with the def2-TZVPD basis set.

Calculated values
M: 121.23 g mol⁻¹
HOMO-LUMO gap: 4.34 eV
total charge: +1
energy relative to the best compared isomer or geometry (same formula, charge and spin): 685.6 kJ/mol
HOMO: -12.904 eV

The geometry in XYZ format:
```
20
Properties=species:S:1:pos:R:3:forces:R:3
H 2.090 1.880 -0.503 -0.24 -0.43 -0.23
C -2.775 0.064 0.724 -1.04 -0.25 0.42
C -2.572 -0.795 -0.568 1.00 1.16 0.70
H 3.107 -0.032 -1.819 0.41 1.27 -1.75
C 2.838 -0.184 -0.828 1.72 -0.64 2.14
H -3.236 -0.266 -1.282 0.11 -1.48 -0.07
N 0.427 0.466 -0.537 2.62 1.07 -0.49
H -1.489 -0.714 -0.938 -1.84 -0.18 0.60
H -1.612 0.345 2.433 -0.11 0.42 0.65
H -3.072 1.105 0.440 -0.01 -0.58 0.11
H -2.745 -1.828 -0.201 -0.27 0.49 -1.18
N -1.543 0.121 1.464 0.77 0.83 -1.77
S 4.342 -0.216 0.298 -0.78 0.43 -0.94
H 4.266 -1.482 0.767 -0.36 0.25 -0.24
H -3.637 -0.345 1.354 1.28 0.53 -0.77
H 0.241 0.802 -1.504 0.00 -0.20 0.27
C 1.759 0.868 -0.204 -1.32 -0.67 0.89
H -0.921 0.760 0.877 -0.16 -1.30 1.37
H 2.588 -1.202 -0.822 -1.34 -1.26 0.32
H 1.945 0.652 0.850 -0.45 0.54 -0.02
```
Positions in Å, forces in eV/Å.

Atomic partial charges in e from the Löwdin method, atoms 1 to 2:
1. H 0.149
2. C -0.324

***

Entry 3:
This record from the Open Molecules 2025 dataset describes a 2-piece molecular cluster, C4H13N2S overall. The level of theory is ωB97M-V with the def2-TZVPD basis set.

Calculated values
M: 121.23 g mol⁻¹
HOMO-LUMO gap: 5.91 eV
total charge: +1
energy relative to the best compared isomer or geometry (same formula, charge and spin): 222.6 kJ/mol
HOMO: -11.474 eV

The geometry in XYZ format:
```
20
Properties=species:S:1:pos:R:3:forces:R:3
H -1.384 -2.236 -3.807 -0.06 0.11 0.05
H 1.955 0.056 2.263 0.07 -0.11 -0.15
H 0.660 -1.150 -0.480 0.03 -0.12 -0.17
C -0.449 -1.685 -3.854 -0.09 -0.16 0.07
H -1.619 1.014 -2.149 0.10 -0.11 0.41
H 0.314 -2.239 -3.309 0.15 0.12 -0.11
N -0.623 -0.354 -3.258 0.08 -0.43 0.53
C -1.527 -0.029 -2.423 0.33 0.09 -0.33
C 0.876 -0.017 2.179 -0.52 0.44 0.29
H -2.175 -0.802 -2.030 -0.36 0.13 -0.23
H 1.157 0.346 -1.080 0.11 -0.13 -0.26
H 0.140 0.297 -3.420 -0.28 0.35 -0.48
H -0.708 0.270 0.780 -0.03 0.25 0.16
H 0.544 -1.038 2.342 0.20 -0.08 0.12
H -0.172 -1.539 -4.894 0.12 -0.10 0.02
C 0.373 0.453 0.823 0.06 -0.50 -0.38
H -0.404 0.108 4.237 -0.03 -0.14 0.04
N 1.063 -0.250 -0.277 -0.01 0.38 0.54
S 0.127 1.061 3.472 0.15 -0.05 -0.23
H 0.542 1.520 0.689 0.02 0.07 0.11
```
Positions in Å, forces in eV/Å.

Atomic partial charges in e from the Löwdin method, atoms 1 to 2:
1. H 0.108
2. H 0.068